C54H63BrN2O2P2Ti | ωB97M-V/def2-TZVPD

Structure (XYZ):
```
125
Properties=species:S:1:pos:R:3:forces:R:3
C 4.39616 0.38017 4.63258 -0.07 -0.08 0.28
H 4.66315 0.64598 -0.85776 -0.02 0.00 0.06
C -1.43041 4.96460 -2.40187 -0.02 -0.03 -0.13
C -2.34338 -1.07830 -5.23919 -0.04 0.02 0.02
N 0.99315 2.80665 0.24204 -0.06 -0.11 -0.06
H 2.14620 -0.39044 -4.68539 -0.08 0.05 -0.03
H 0.42291 -2.47901 -1.36644 -0.06 0.20 -0.04
C -0.03326 3.81992 -3.96819 0.04 -0.03 0.00
C -5.24265 1.73836 0.91824 0.09 -0.07 0.04
C -1.00714 2.60544 -2.12075 0.22 -0.01 0.20
H 4.72492 -2.95168 1.07470 0.05 -0.09 0.01
C 0.76774 -1.88102 1.87235 -0.09 -0.24 -0.44
H -3.69209 -2.04055 0.71477 -0.06 0.09 0.08
C 1.10192 5.11070 -0.40558 -0.11 0.16 0.22
H -0.51064 5.90319 -4.09210 0.02 0.12 -0.08
H 0.57861 3.82630 -4.85732 0.03 0.00 -0.15
C 1.53431 3.77564 -0.45562 0.09 -0.10 -0.01
C 2.42629 0.56354 3.25715 0.53 -0.21 -0.79
O 1.85464 0.24438 -1.57075 -0.33 0.05 0.22
H -1.30768 -0.31984 3.85453 -0.06 0.14 -0.03
H 0.18517 1.71998 -3.66056 0.05 0.04 -0.06
C 3.20448 1.95950 -3.32026 -0.08 -0.48 0.28
C -1.71973 4.63622 1.96692 -0.09 -0.12 0.10
H -1.93188 5.86203 -2.06958 0.00 0.10 0.03
C 4.63416 0.61145 2.24908 -0.43 0.06 -0.37
C 2.34260 -4.20462 1.11911 0.04 0.23 -0.09
H -0.23572 -1.40978 -5.40890 0.05 -0.07 -0.04
H 2.34195 -3.86067 -1.45770 -0.16 -0.01 -0.15
H -3.25060 -2.43981 4.10206 0.02 0.01 0.06
C 1.07501 0.99347 3.12783 -0.20 0.28 0.04
C -1.77308 -3.42560 -1.76981 0.02 0.13 0.20
H -3.32222 -3.10592 2.49167 -0.07 0.00 -0.05
C 0.28942 -2.22722 -0.32677 0.25 -0.05 0.28
H -3.23282 -1.35737 2.71923 -0.09 0.10 -0.06
C 4.64347 0.05040 -1.76849 -0.55 -0.09 -0.18
H 4.83991 -0.99396 -1.53762 -0.10 0.00 0.05
C -0.59211 4.42716 1.14418 0.24 -0.46 -0.02
C -0.93798 -1.29776 4.14725 -0.07 -0.10 -0.19
C -2.22540 3.61193 2.71904 0.04 0.29 -0.11
H -1.45440 -3.98037 4.55575 -0.04 -0.02 0.10
C -3.36432 -0.60650 -4.42996 0.04 0.00 -0.03
H -5.80503 2.93273 -0.76861 -0.06 0.01 -0.05
C 3.02613 -3.14137 -1.01632 -0.11 0.13 0.22
C -3.85913 2.08745 -1.01120 -0.03 0.00 0.00
C -0.75169 -0.47282 -3.55229 -0.02 -0.04 0.08
H -2.19992 3.80368 -0.79242 0.02 0.02 -0.03
C -5.04086 2.30952 -0.32818 -0.04 0.04 -0.06
H -6.16196 1.91608 1.45373 -0.11 0.01 0.05
H -1.38029 -1.54688 5.10846 -0.04 -0.03 0.09
H -2.96566 -5.09084 -0.19238 -0.05 -0.02 -0.06
C -3.37455 -2.32289 -0.27990 0.14 -0.02 0.06
C -0.63864 4.98799 -3.53696 -0.10 0.07 0.03
C -0.59387 -2.15663 1.79459 0.60 0.37 0.38
C -1.59270 3.79043 -1.68469 0.00 -0.10 -0.05
C 2.66352 -2.85863 0.44606 0.35 -0.12 0.00
Ti 1.07887 0.15031 0.27644 -1.38 -1.37 -1.20
C 1.40940 -1.96896 0.56905 -0.28 -0.06 -0.04
C -0.89120 -2.42102 0.38173 0.25 0.00 -0.60
H -2.57074 -1.49188 -6.20876 -0.02 -0.09 -0.09
H 6.27534 0.48481 3.60355 0.09 0.01 -0.03
H -2.16642 5.61784 1.98985 -0.11 0.11 0.04
H 3.14456 -4.91387 0.92491 0.06 -0.09 -0.01
H 5.42321 0.41052 -2.43444 0.02 0.06 -0.18
C -0.23270 2.63923 -3.27623 0.02 -0.02 0.02
C 3.88276 -2.26649 1.15323 -0.25 -0.05 -0.18
H 1.60555 5.85820 -0.99769 0.07 0.05 -0.03
H 3.68479 -2.11352 2.21191 0.02 0.10 0.14
H 0.16544 -3.69378 3.91485 0.15 -0.06 0.06
H -1.57272 -2.51946 -2.33380 0.04 0.04 -0.07
H 2.40972 0.43057 5.40730 -0.08 0.04 0.10
H -0.31556 6.45609 0.45877 -0.10 0.13 -0.05
Br 5.21313 0.15843 6.32949 -0.18 0.06 -0.30
H 1.41491 -4.61974 0.73699 -0.18 -0.12 -0.09
H 2.24825 -4.08561 2.19449 -0.01 -0.04 0.16
C 3.02663 0.45410 4.52187 0.36 0.01 0.03
H -4.39074 -0.67649 -4.75581 -0.09 0.00 -0.05
H 1.33617 -1.86223 2.79009 -0.05 0.25 0.00
H 0.13574 -1.23405 4.28922 0.17 -0.01 0.07
H -3.89790 0.33127 -2.59804 -0.02 -0.02 0.02
C -1.58008 2.36303 2.76238 0.43 -0.33 -0.23
H -1.93982 1.61787 3.45656 0.03 -0.09 0.02
H 0.26212 -0.46702 -3.17125 -0.05 -0.03 -0.07
C -2.85017 1.30930 -0.44042 0.35 -0.29 0.29
H 2.37841 3.50042 -1.07513 -0.02 0.02 -0.12
N 0.40153 1.02098 2.01482 0.09 0.13 0.87
H 5.26656 0.68488 1.37536 0.01 0.01 -0.03
C 5.20201 0.49472 3.49271 -0.20 -0.01 0.19
H -3.25488 -1.42400 -0.88190 -0.08 0.04 0.03
H 3.00995 -2.22426 -1.60265 0.00 -0.08 -0.04
H -3.72580 2.52981 -1.98834 0.00 0.01 0.00
C -3.07224 0.72378 0.79997 0.03 -0.05 -0.23
H -3.10635 3.76292 3.32453 -0.02 0.05 0.08
H -1.30720 -5.02999 0.40636 0.09 -0.15 -0.01
H -2.64879 -3.89438 -2.21429 -0.05 -0.07 0.03
C -1.76502 0.06866 -2.76211 0.46 -0.33 0.24
H 3.76149 -1.03999 -4.39737 0.17 0.00 -0.06
H -0.93861 -4.11436 -1.87438 0.13 -0.10 -0.08
C -3.08042 -0.02933 -3.20267 0.03 0.02 0.10
C -2.25588 -4.49810 0.38043 0.08 0.21 0.07
C -1.03377 -1.02239 -4.79142 0.08 -0.02 0.01
P 3.01907 0.31754 -2.55136 0.96 0.26 -0.80
C -0.51168 2.10984 1.93996 -0.43 1.02 0.14
H 2.36127 -1.79419 -3.61925 0.02 0.05 0.07
H -4.43610 0.47384 2.43423 -0.01 -0.06 0.12
H 3.82149 2.59855 -2.69310 0.01 0.03 0.11
C -4.26262 0.93168 1.47213 -0.14 -0.03 0.11
H 0.66539 1.51714 3.99808 -0.08 -0.12 -0.19
H -4.16700 -2.91807 -0.72809 -0.07 -0.09 -0.05
C -0.04066 3.12395 1.05937 -0.27 0.37 0.29
H 4.16587 -1.31947 0.70547 0.10 -0.04 -0.03
H 2.24486 2.43643 -3.49503 -0.05 -0.04 0.03
C -1.34770 -2.36272 3.11422 -0.19 0.00 0.24
H -2.62841 -4.42226 1.39322 -0.03 -0.07 0.12
H 3.71658 1.83217 -4.27070 0.09 -0.05 -0.13
H -1.03295 -4.51726 2.93025 -0.04 -0.16 -0.07
H -2.29578 0.08696 1.21574 -0.12 0.02 0.09
C -2.06936 -3.12425 -0.28967 -0.34 -0.08 -0.19
C 3.23464 0.57791 2.07900 0.71 0.02 2.04
H 4.02277 -3.57706 -1.07146 0.07 0.01 -0.02
C -2.87931 -2.31673 3.08553 0.19 -0.07 -0.12
P -1.23688 0.98604 -1.24821 -1.12 0.64 -0.66
C 2.79482 -0.84862 -3.94133 -0.03 0.37 0.54
C -0.89031 -3.72848 3.66078 -0.05 0.09 -0.12
O 2.69271 0.59742 0.89335 1.00 0.20 -0.11
C 0.03575 5.43843 0.38895 0.34 -0.21 -0.05
```
Positions in Å, forces in eV/Å.

Properties
Energy above the lowest of the compared OMol25 structures with the same formula, charge and spin (eV): 0.000
Total charge: +2
Kohn-Sham gap (eV): 7.09
E_LUMO (hartree): -0.2218
HOMO (Ha): -0.48220
DFT total energy (eV): -175822.34981

Atomic partial charges in e from the Mulliken method, atoms 1 to 5: number 1, C, carries -0.806; number 2, H, carries 0.030; number 3, C, carries -1.294; number 4, C, carries -1.157; number 5, N, carries 0.597